Record 1
C5H35NO13S | ωB97M-V/def2-TZVPD

CARTESIAN COORDINATES (ANGSTROEM)
O (-0.8854, -0.0084, -1.6624)
C (-0.1026, 0.4642, -0.7824)
N (-0.6184, 1.1772, 0.2060)
C (0.1813, 1.7234, 1.3166)
C (0.3184, 0.6763, 2.4194)
C (-0.9088, 0.5128, 3.3123)
S (-0.6072, -0.8120, 4.5500)
C (1.3461, 0.1409, -0.8343)
H (-1.5806, 1.4632, 0.1563)
H (1.1726, 1.9328, 0.9984)
H (-0.3332, 2.5928, 1.6856)
H (0.6458, -0.3070, 2.0586)
H (1.2065, 0.9115, 3.0242)
H (-1.1998, 1.4317, 3.8169)
H (-1.7161, 0.1993, 2.6449)
H (-0.8430, -0.0241, 5.5984)
H (2.0295, 0.9630, -0.9913)
H (1.7707, -0.2823, 0.0688)
H (1.4898, -0.5963, -1.5977)
H (-0.6958, -3.1081, -2.0208)
H (-0.2795, -1.6603, -1.9649)
O (0.0165, -2.5584, -1.6722)
H (-3.3040, 2.9103, 0.4138)
H (-3.2917, 4.4319, 0.0383)
O (-2.8305, 3.7445, 0.5216)
H (-2.7881, 1.0683, -2.2725)
H (-2.9064, 2.1805, -3.3038)
O (-3.1950, 1.9350, -2.4161)
H (1.9841, -2.8943, -2.6644)
H (3.1413, -3.9155, -2.5502)
O (2.9409, -2.9802, -2.6992)
H (-2.1490, -1.0679, -0.8467)
H (-3.5122, -1.7342, -0.9181)
O (-2.8215, -1.5214, -0.2836)
H (-0.8589, 5.0000, 1.7242)
H (-0.9523, 4.6127, 0.2452)
O (-0.3219, 4.8472, 0.9385)
H (4.0062, -0.6704, 1.5874)
H (3.9784, -0.2104, 0.0981)
O (3.7306, 0.0385, 1.0060)
H (0.9083, -4.9121, -0.5595)
H (1.2625, -3.4870, -0.8919)
O (1.6590, -4.3236, -0.6150)
H (5.1001, -1.5335, -1.5944)
H (3.8076, -2.2641, -1.2154)
O (4.5826, -1.8028, -0.8255)
H (3.0609, 3.3019, -1.2904)
H (2.1467, 3.3017, -2.5194)
O (3.0203, 3.5486, -2.2113)
H (-0.8570, -5.0344, 0.2419)
H (-2.0994, -4.2217, 0.4535)
O (-1.8076, -5.1330, 0.3336)
H (-4.6013, 1.0695, 0.9070)
H (-3.6280, -0.0347, 0.4682)
O (-3.8115, 0.9184, 0.3701)

Cartesian forces (eV/Å) of the 3 atoms listed first:
0.4643 0.0426 0.1422
-1.3504 -0.2965 -0.3815
1.1237 0.7396 0.3286

Values from the calculation:
relative energy (zero: lowest compared OMol25 entry of this formula, charge and spin)	0.0	kJ/mol
highest occupied orbital energy	-9.14	eV

These are the Mulliken partial charges, in e, on atoms 1 to 6: atom 1 (O): -1.00, atom 2 (C): 1.12, atom 3 (N): 0.60, atom 4 (C): -0.73, atom 5 (C): -0.53, atom 6 (C): -0.56



Record 2
C5H8O2 | ωB97M-V/def2-TZVPD

CARTESIAN COORDINATES (ANGSTROEM)
C (1.4616, 0.2128, -1.1560)
C (1.1206, -0.2312, 0.2341)
O (1.9543, -0.5982, 1.0426)
C (-0.3283, -0.3610, 0.5913)
O (-0.5339, -1.3084, 1.5844)
C (-1.4322, -0.1527, -0.4015)
C (-1.1392, 0.9190, 0.6117)
H (1.0967, -0.6192, -1.7659)
H (0.9203, 1.1040, -1.4875)
H (2.5367, 0.3401, -1.2901)
H (0.3467, -1.4299, 1.9810)
H (-2.3117, -0.7645, -0.2290)
H (-1.2112, 0.0305, -1.4513)
H (-0.6676, 1.8421, 0.2792)
H (-1.8130, 1.0167, 1.4571)

Cartesian forces (eV/Å) of the 3 atoms listed first:
0.0317 0.0130 -0.0761
0.1337 -0.1416 0.1190
-0.3033 0.1178 -0.3344

Values from the calculation:
relative energy (zero: lowest compared OMol25 entry of this formula, charge and spin)	108.8	kJ/mol
highest occupied orbital energy	-9.63	eV
SMILES	CC(=O)C1(O)CC1

These are the Mulliken partial charges, in e, on atoms 1 to 6: atom 1 (C): -1.25, atom 2 (C): 0.81, atom 3 (O): -0.62, atom 4 (C): 0.80, atom 5 (O): -0.60, atom 6 (C): -0.76



Record 3
C7H20BiClOsSi | ωB97M-V/def2-TZVPD

CARTESIAN COORDINATES (ANGSTROEM)
Bi (-1.5514, 1.1264, 0.6306)
Cl (-0.7704, 2.1684, -1.8056)
C (-3.1126, -0.4989, 0.8525)
H (-2.9446, -1.1085, 1.7526)
H (-3.0789, -1.0994, -0.0630)
H (-4.0629, 0.0556, 0.9155)
Os (-0.3293, -0.5236, -1.8244)
C (1.5688, 0.0727, -2.2591)
C (-1.7652, -0.4838, -3.2783)
C (0.2394, -1.9871, -2.8479)
H (-2.1431, -1.4940, -3.5093)
H (-2.5963, 0.2026, -3.0714)
H (-1.2393, -0.1136, -4.1772)
H (2.2871, -0.7573, -2.1444)
H (1.5257, 0.3139, -3.3408)
H (1.9337, 0.9612, -1.7279)
H (-0.4722, -2.6635, -3.3594)
H (1.2731, -2.3474, -2.9096)
C (0.8557, -1.1073, 2.6630)
Si (0.6341, 0.6904, 2.1318)
C (0.4658, 1.8106, 3.6432)
C (2.0846, 1.1917, 1.0491)
H (-0.0961, -1.5354, 3.0118)
H (1.5846, -1.1744, 3.4828)
H (1.2268, -1.7160, 1.8256)
H (1.4228, 1.8685, 4.2039)
H (0.1914, 2.8414, 3.3598)
H (-0.3033, 1.4261, 4.3345)
H (2.9365, 1.5165, 1.6689)
H (2.4180, 0.3486, 0.4221)
H (1.8176, 2.0159, 0.3705)

Cartesian forces (eV/Å) of the 3 atoms listed first:
-0.1697 0.3903 0.4928
0.3712 -0.6872 -0.4674
-0.2111 -0.3313 -0.0116

Values from the calculation:
relative energy (zero: lowest compared OMol25 entry of this formula, charge and spin)	0.0	kJ/mol
highest occupied orbital energy (spin up / spin down)	-6.83 / -7.58	eV
2S+1	5

These are the Mulliken partial charges, in e, on atoms 1 to 6: atom 1 (Bi): 0.49, atom 2 (Cl): -0.50, atom 3 (C): -1.15, atom 4 (H): 0.33, atom 5 (H): 0.29, atom 6 (H): 0.32